1.
The following is a quantum chemistry calculation of a cluster of 3 separate species, C34H60BrF8O12P2S3 in total, from OMol25.

The total energy is -203667.152 eV. The multiplicity is 1. The value obtained for the largest force on an atom is 0.98 eV/A. As for the gap between HOMO and LUMO: 6.7 eV. The charge is -1.

The geometry in XYZ format:
```
120
C34H60BrF8O12P2S3 | OMol25 | ωB97M-V/def2-TZVPD
C -0.77 1.20 2.27
C -1.10 1.08 1.00
P -0.83 -0.56 0.06
C -0.39 -2.23 -0.79
C 1.06 -2.57 -0.44
C 1.79 -3.47 -1.42
C 3.24 -3.72 -0.99
C 4.13 -4.16 -2.16
C 5.46 -4.77 -1.72
C 6.20 -3.94 -0.67
C 0.19 0.41 -1.21
C 1.50 1.08 -0.74
C 1.69 2.52 -1.25
C 2.26 3.51 -0.23
C 1.24 3.87 0.83
O 1.77 4.78 1.82
C 2.53 4.26 2.79
C 2.90 5.31 3.81
O 2.88 3.12 2.84
O -2.27 -0.31 -0.98
C -3.39 -1.03 -0.69
S -3.77 -2.33 -1.98
C -3.56 -4.02 -1.47
O -5.19 -2.18 -2.21
O -2.90 -2.12 -3.11
C -3.33 -1.30 0.85
C -4.10 -0.09 1.44
C -3.91 0.21 2.93
O -3.68 1.60 3.17
C -4.82 2.36 3.41
C -4.99 2.73 4.90
F -5.14 4.08 5.01
F -3.90 2.40 5.62
C -6.24 2.10 5.57
F -7.33 2.82 5.21
F -6.42 0.83 5.10
C -6.23 1.99 7.11
F -5.26 1.15 7.51
F -6.00 3.22 7.63
C -7.57 1.46 7.66
F -7.38 1.04 8.93
F -8.48 2.47 7.69
P -3.97 -2.94 1.50
O -3.78 -2.67 3.12
Br -6.20 -2.74 1.39
O -2.01 -1.39 1.22
H -0.48 2.14 2.75
H -0.75 0.33 2.93
H -1.46 1.94 0.45
H 0.22 -0.81 0.98
H -0.55 -2.18 -1.87
H -1.02 -3.03 -0.40
H 1.65 -1.65 -0.35
H 1.07 -3.05 0.54
H 1.30 -4.43 -1.56
H 1.80 -2.99 -2.41
H 3.63 -2.77 -0.60
H 3.28 -4.47 -0.20
H 4.36 -3.29 -2.78
H 3.59 -4.89 -2.77
H 5.30 -5.77 -1.32
H 6.12 -4.87 -2.58
H 7.20 -4.35 -0.50
H 6.34 -2.91 -1.00
H 5.69 -3.94 0.29
H 0.41 -0.26 -2.04
H -0.48 1.17 -1.62
H 1.63 1.01 0.34
H 2.32 0.50 -1.18
H 2.40 2.51 -2.08
H 0.76 2.93 -1.66
H 2.54 4.42 -0.75
H 3.18 3.13 0.23
H 0.88 2.98 1.33
H 0.38 4.37 0.40
H 3.67 4.91 4.46
H 3.24 6.22 3.31
H 2.01 5.56 4.38
H -4.26 -0.41 -0.91
H -4.47 -4.31 -0.95
H -3.49 -4.59 -2.39
H -2.71 -4.19 -0.82
H -5.15 -0.20 1.19
H -3.74 0.80 0.91
H -4.79 -0.12 3.50
H -3.06 -0.33 3.32
H -5.73 1.88 3.04
H -4.71 3.32 2.89
H -7.97 0.64 7.06
H -2.90 -2.99 3.37
C 0.12 -5.44 -5.94
C -0.41 -6.86 -6.15
C -0.49 -7.54 -4.77
S -0.73 -6.20 -3.59
O 0.43 -6.13 -2.74
O -2.05 -6.29 -3.02
C -0.66 -4.86 -4.77
H 0.01 -4.83 -6.83
H 1.19 -5.48 -5.69
H -1.41 -6.81 -6.59
H 0.22 -7.44 -6.83
H -1.31 -8.23 -4.68
H 0.45 -8.03 -4.51
H -0.20 -4.00 -4.29
H -1.69 -4.62 -5.04
C 6.57 7.21 -1.12
C 6.17 7.93 -2.41
C 5.55 6.89 -3.35
S 4.85 5.62 -2.29
O 5.57 4.39 -2.50
O 3.41 5.67 -2.38
C 5.38 6.33 -0.74
H 6.83 7.90 -0.33
H 7.45 6.58 -1.31
H 5.43 8.70 -2.18
H 7.02 8.43 -2.88
H 4.75 7.30 -3.97
H 6.30 6.41 -3.98
H 5.63 5.53 -0.05
H 4.56 6.93 -0.35
```



2.
The following is a quantum chemistry calculation of a cluster of 2 separate species, C13H26F3N4O3PS2 in total in a non-equilibrium geometry, from OMol25.

The total energy is -65114.838 eV. The multiplicity is 1. The value obtained for the largest force on an atom is 1.61 eV/A. As for the gap between HOMO and LUMO: 6.9 eV.

The geometry in XYZ format:
```
52
C13H26F3N4O3PS2 | OMol25 | ωB97M-V/def2-TZVPD
C 1.35 -0.57 1.84
C 1.88 0.60 2.18
C 2.62 1.34 1.09
C 1.67 2.33 0.33
P 1.94 4.03 1.00
S 1.36 4.38 2.80
N 2.11 2.37 -1.09
C 1.29 1.62 -1.83
N 1.59 1.36 -3.15
N 0.16 1.26 -1.22
C -0.21 -0.21 -1.11
C -0.43 -1.00 -2.38
C -0.83 -2.43 -1.97
C -1.02 -3.33 -3.18
C 0.19 1.91 0.12
C -0.90 3.01 0.21
N -1.91 2.64 1.17
C -3.04 1.88 0.67
H 1.77 -1.05 0.96
H 0.51 -1.08 2.30
H 1.78 1.06 3.16
H 3.48 1.90 1.45
H 2.99 0.60 0.37
H 3.32 4.13 0.79
H 1.40 4.84 -0.01
H 3.09 2.30 -1.34
H 1.41 2.07 -3.83
H 1.96 0.48 -3.46
H 0.57 -0.67 -0.52
H -1.14 -0.20 -0.53
H -1.20 -0.55 -2.99
H 0.49 -1.05 -2.97
H -0.10 -2.84 -1.27
H -1.77 -2.37 -1.43
H -1.20 -4.36 -2.86
H -0.13 -3.34 -3.82
H -1.87 -3.01 -3.78
H -0.09 1.19 0.88
H -0.49 3.97 0.52
H -1.32 3.15 -0.80
H -2.19 3.44 1.72
H -3.96 2.20 1.18
H -2.93 0.81 0.86
H -3.20 2.03 -0.40
C -1.62 -4.87 3.03
F -2.91 -4.74 2.68
F -1.52 -4.55 4.33
F -1.29 -6.15 2.89
S -0.55 -3.79 1.99
O -1.06 -2.45 2.27
O -0.80 -4.26 0.65
O 0.78 -4.04 2.51
```